Arrangement one

DFT (ωB97M-V/def2-TZVPD) results for a molecular structure, C3H14O5.

Geometry as XYZ:
```
22
Properties=species:S:1:pos:R:3
C -2.297 1.166 0.026
O 0.233 -1.033 -1.930
C -2.108 -0.095 0.512
C -2.266 -1.299 -0.115
H -2.850 1.282 -0.912
H -2.127 2.181 0.374
H -0.131 -1.916 -1.818
H -1.422 -0.194 1.361
H -2.017 -2.163 0.485
H -2.738 -1.401 -1.087
H 2.768 2.134 -0.770
H 2.762 0.147 -0.201
O 2.721 1.211 -0.617
H 1.126 -0.763 1.451
H 3.075 -1.559 -0.133
O 2.435 -1.005 0.291
H 1.275 1.560 -0.261
H -0.476 1.800 -0.131
O 0.397 1.787 0.178
H 0.312 0.007 2.459
H 0.938 -0.966 -1.236
O 0.390 -0.881 2.075
```

E_HOMO = -0.3171 hartree
lowest unoccupied orbital energy = -4.32 eV



Arrangement two

DFT (ωB97M-V/def2-TZVPD) results for 5 unconnected molecules or ions with the total composition C3H14O5.

Geometry as XYZ:
```
22
Properties=species:S:1:pos:R:3
C 2.826 -0.566 0.690
C 1.701 0.287 0.353
C 0.539 0.385 1.080
O -0.247 1.441 1.057
H 3.368 -0.221 1.628
H 2.243 -1.511 0.998
H 3.482 -0.834 -0.115
H 1.708 1.156 -0.253
H 0.182 -0.448 1.572
H -1.143 1.010 1.199
H -0.806 -2.321 0.318
H -0.923 -1.587 -1.119
O -1.519 -2.150 -0.307
H -2.321 -1.133 0.755
H -3.494 -0.540 1.365
O -2.455 -0.520 1.468
H -0.181 2.549 -1.070
H 0.201 2.916 -2.626
O -0.262 2.276 -1.962
H 0.756 -0.974 -0.940
H 0.157 0.075 -1.974
O 0.279 -0.893 -1.815
```

SMILES = C/C=C/O.O.O.O.O
E_HOMO = -0.3210 hartree
lowest unoccupied orbital energy = 0.57 eV



How far above the most stable structure does each one sit? In hartree: arrangement one 0.1677; arrangement two 0.0000.



Arrangement one

DFT (ωB97M-V/def2-TZVPD) results for C4H8N2OS in the gas phase.

Geometry as XYZ:
```
16
Properties=species:S:1:pos:R:3
C 1.984 0.052 -0.450
C 0.549 -0.173 -0.035
C 0.057 0.174 1.324
C -1.533 1.204 -0.345
H 2.598 -1.801 -0.785
H 2.035 0.300 -1.546
H 2.447 0.923 0.153
H 0.036 -0.990 -0.570
H -0.750 -0.446 1.700
H 0.692 0.623 2.099
H -1.696 2.238 -0.756
H -3.854 -1.372 -0.382
N -0.224 1.069 0.167
N -2.549 0.459 -0.477
O 2.798 -1.080 -0.134
S -2.589 -1.179 0.039
```

SMILES = OC[C@H]1CN1/C=N\S
E_HOMO = -0.3343 hartree
lowest unoccupied orbital energy = 0.67 eV



Arrangement two

DFT (ωB97M-V/def2-TZVPD) results for C4H8N2OS in the gas phase.

Geometry as XYZ:
```
16
Properties=species:S:1:pos:R:3
C -0.802 0.583 0.935
C -0.335 -0.050 -0.363
C 1.063 0.564 -0.764
C 0.427 -1.446 -0.009
H 0.937 -0.270 2.109
H 1.145 1.079 1.348
H -1.603 -0.034 1.502
H -1.164 1.614 0.840
H -0.908 -0.493 -2.359
H -2.016 -1.013 -1.234
H 1.261 1.575 -0.263
H 0.990 0.938 -1.728
N 0.414 0.602 1.798
N -1.375 -0.211 -1.542
O -0.116 -2.527 0.260
S 2.083 -0.912 -0.530
```

SMILES = NC[C@@]1(N)CSC1=O
E_HOMO = -0.3440 hartree
lowest unoccupied orbital energy = 0.50 eV



How far above the most stable structure does each one sit? In hartree: arrangement one 0.0274; arrangement two 0.0000.